1.
C22H50P2PtSi2 | ωB97M-V/def2-TZVPD

Element x y z (Å)
P (0.30045, -2.49311, -2.14295)
P (-0.00826, 3.28792, -0.62096)
C (0.47774, 0.67540, -2.06339)
C (0.39824, 2.21691, -2.09671)
H (1.53883, 0.39098, -2.00678)
H (0.00022, 0.27403, -1.15990)
H (1.38974, 2.57314, -2.42748)
H (-0.30660, 2.52983, -2.88236)
C (-1.59672, 4.05611, -1.00382)
H (-2.20348, 4.24922, -0.11165)
H (-2.17319, 3.43777, -1.70260)
H (-1.38396, 5.01916, -1.48832)
C (1.17060, 4.64594, -0.56820)
H (0.77516, 5.44997, -1.20241)
H (2.14640, 4.35238, -0.96160)
H (1.29127, 5.04062, 0.44722)
C (-0.77008, -3.91096, -2.56308)
H (-0.82845, -4.60741, -1.71584)
H (-0.37671, -4.43590, -3.44332)
H (-1.77330, -3.52912, -2.78711)
C (2.00736, -3.14466, -2.14858)
H (2.64932, -2.44303, -2.69345)
H (2.03692, -4.12178, -2.64903)
H (2.37676, -3.24971, -1.12131)
Pt (-0.04316, -0.59919, -3.76947)
C (0.28456, 0.95083, -5.09707)
C (-1.10955, 0.90584, -4.72415)
C (-2.15291, 0.37341, -5.67642)
C (-1.89497, -1.08997, -6.09515)
C (-0.94577, -1.82208, -5.16494)
C (0.49226, -1.79532, -5.36112)
C (1.08128, -1.02597, -6.51858)
C (0.76356, 0.48590, -6.46385)
C (-0.12071, -2.18332, -0.39431)
H (0.87103, 1.76702, -4.66572)
H (-1.47754, 1.70571, -4.07346)
H (-2.26117, 1.02251, -6.55887)
H (-3.11651, 0.41404, -5.14906)
H (-2.85800, -1.61286, -6.04765)
H (-1.57058, -1.15710, -7.14250)
H (-1.35044, -2.76353, -4.77705)
H (1.03371, -2.70910, -5.09009)
H (0.74344, -1.45524, -7.47034)
H (2.17204, -1.15654, -6.49820)
H (1.69285, 1.02971, -6.68775)
H (0.04178, 0.76309, -7.24617)
H (0.49221, -1.36406, 0.00083)
H (0.07060, -3.08308, 0.20788)
H (-1.18455, -1.91876, -0.30635)
C (-2.88293, 2.55746, 2.14046)
Si (-1.68198, 1.39194, 1.26396)
C (-1.48693, -0.08266, 2.41055)
C (-2.52484, 0.78885, -0.30939)
C (-0.07595, 2.42850, 0.96615)
Si (1.67762, 1.88297, 1.59456)
C (1.72034, 0.28460, 2.57255)
C (2.95566, 1.70152, 0.22885)
C (2.26580, 3.25760, 2.73275)
H (-3.86401, 2.06347, 2.20965)
H (-3.01788, 3.51641, 1.62433)
H (-2.53143, 2.75968, 3.16328)
H (-2.49118, -0.49931, 2.58750)
H (-0.86141, -0.88450, 1.99876)
H (-1.08196, 0.21667, 3.38649)
H (-3.28983, 1.50857, -0.63112)
H (-1.87144, 0.59283, -1.16708)
H (-3.04543, -0.15143, -0.06922)
H (-0.27094, 3.26120, 1.68248)
H (1.42538, -0.59579, 1.98768)
H (2.76007, 0.12915, 2.90124)
H (1.09470, 0.33495, 3.47194)
H (3.16007, 2.62431, -0.32723)
H (3.89327, 1.41554, 0.73347)
H (2.71808, 0.90670, -0.48764)
H (2.41816, 4.20835, 2.20744)
H (1.55349, 3.42153, 3.55248)
H (3.22530, 2.95855, 3.17721)

E_HOMO (spin up / spin down)   -10.654 / -15.497 eV
Spin multiplicity   5
Energy relative to the best compared isomer or geometry (same formula, charge and spin)   0.0 kcal per mole
⟨S²⟩   6.01
Orbital gap (spin up / spin down)   6.26 / 5.64 eV
Net charge   +2
LUMO level (spin up / spin down)   -0.1616 / -0.3623 Eh

2.
C31H29FNO | ωB97M-V/def2-TZVPD

Element x y z (Å)
C (-3.59251, 2.13232, -1.93456)
C (-3.02112, 1.05229, -2.62224)
C (-1.74732, 0.59899, -2.28743)
C (-1.07950, 1.14268, -1.16090)
C (0.08831, 0.55270, -0.55093)
C (0.90599, -0.38401, -1.23379)
N (2.20039, -0.04490, -1.55053)
C (2.55106, 1.38105, -1.45083)
C (3.92196, 1.61098, -2.06216)
O (4.87698, 0.77885, -1.38962)
C (4.66825, -0.59679, -1.69950)
C (3.23221, -1.08600, -1.48123)
C (0.36085, -1.68068, -1.68545)
C (-0.68011, -2.30198, -0.97208)
C (-1.31344, -3.44805, -1.43914)
C (-0.89610, -4.02595, -2.64394)
C (0.14914, -3.44001, -3.36778)
C (0.75549, -2.26745, -2.90945)
C (-1.61135, 2.31862, -0.57544)
C (-2.86551, 2.78674, -0.93052)
H (-4.60220, 2.46375, -2.17346)
H (-3.57194, 0.56243, -3.42779)
H (-1.27507, -0.20611, -2.85326)
H (0.58509, 1.13544, 0.22572)
H (1.79931, 1.97623, -1.98912)
H (2.56862, 1.70620, -0.39477)
H (3.87534, 1.41531, -3.15352)
H (4.26125, 2.63626, -1.85598)
H (4.95571, -0.78027, -2.75435)
H (5.34934, -1.13703, -1.02574)
H (3.19868, -1.59638, -0.49993)
H (3.03418, -1.84839, -2.24143)
H (-0.98632, -1.86171, -0.03015)
H (-2.12356, -3.89913, -0.86193)
H (-1.39029, -4.92302, -3.01917)
H (0.50119, -3.89409, -4.29552)
H (1.51013, -1.76762, -3.52168)
H (-1.03973, 2.80261, 0.21997)
H (-3.29346, 3.64264, -0.40341)
F (2.71400, -2.81784, 4.41898)
C (1.87461, -2.14002, 3.57450)
C (0.81930, -2.83745, 2.99516)
C (-0.13807, -2.11012, 2.30267)
C (-0.07362, -0.69457, 2.22530)
C (-1.12945, 0.07777, 1.60771)
C (-1.84432, 1.10223, 2.31671)
C (-3.19867, 1.36199, 1.94613)
C (-3.87008, 2.47593, 2.41657)
C (-3.26813, 3.31379, 3.36712)
C (-1.98746, 3.00394, 3.84125)
C (-1.28002, 1.91372, 3.33888)
C (1.08482, -0.05440, 2.72441)
C (2.06901, -0.77243, 3.39497)
H (0.73107, -3.91394, 3.10739)
H (-0.98024, -2.62961, 1.84351)
H (-1.74033, -0.39786, 0.83826)
H (-3.68048, 0.66768, 1.25242)
H (-4.86738, 2.69942, 2.03578)
H (-3.80712, 4.18863, 3.73321)
H (-1.53640, 3.62925, 4.61344)
H (-0.28942, 1.68444, 3.72861)
H (1.19641, 1.01950, 2.57220)
H (2.94206, -0.27659, 3.80787)

E_HOMO   -9.974 eV
Orbital gap   4.80 eV
Net charge   +1
LUMO level   -0.1900 Eh

3.
C2H7NO3 | ωB97M-V/def2-TZVPD

Element x y z (Å)
N (0.96109, 0.72494, 0.80722)
C (1.38035, 0.56256, -0.57711)
O (0.43186, 0.05916, -1.42181)
H (0.32240, 1.51527, 0.87699)
H (1.78608, 1.05582, 1.31307)
H (2.18601, -0.18539, -0.59149)
H (1.82640, 1.49855, -0.97201)
H (-0.46170, 0.46054, -1.24381)
O (-2.00961, -0.11644, -0.47270)
C (-2.09158, -1.04982, 0.28487)
O (-1.07842, -1.68043, 0.84396)
H (-2.98033, -1.65219, 0.47537)
H (-0.27255, -1.19257, 0.67745)

E_HOMO (spin up / spin down)   -15.867 / -15.519 eV
Spin multiplicity   2
Energy relative to the best compared isomer or geometry (same formula, charge and spin)   31.4 kcal per mole
⟨S²⟩   0.76
Orbital gap (spin up / spin down)   12.20 / 5.51 eV
Net charge   +1
LUMO level (spin up / spin down)   -0.1347 / -0.3676 Eh

4.
C3H9N3O2 | ωB97M-V/def2-TZVPD

Element x y z (Å)
C (1.68905, -1.90808, -1.98572)
C (1.21770, -1.22094, -0.73118)
N (2.12023, -1.17164, 0.28495)
O (0.12146, -0.70050, -0.65052)
H (2.50274, -2.61239, -1.82216)
H (2.06351, -1.14372, -2.66646)
H (0.85740, -2.43268, -2.43913)
H (1.83223, -0.75780, 1.15461)
H (2.95074, -1.73466, 0.26210)
N (-0.75643, 1.79475, 0.83175)
C (-1.95980, 2.05074, 1.45705)
N (-3.03306, 1.41625, 0.89760)
O (-2.06237, 2.80974, 2.40089)
H (0.01183, 2.05436, 1.42847)
H (-0.65106, 0.89165, 0.38570)
H (-2.95671, 0.94870, 0.01366)
H (-3.94744, 1.71621, 1.17840)

SMILES   CC(N)=O.NC(N)=O
E_HOMO   -9.488 eV
Energy relative to the best compared isomer or geometry (same formula, charge and spin)   0.8 kcal per mole
Orbital gap   10.05 eV
Net charge   0
LUMO level   0.0206 Eh

5.
C28H39NO24 | ωB97M-V/def2-TZVPD

Element x y z (Å)
O (2.25390, -3.54713, -0.31371)
C (3.14924, -3.00059, 0.27479)
O (3.78816, -1.85449, -0.12404)
C (5.02241, -1.58955, 0.44072)
C (4.86950, -2.57492, 1.68723)
O (3.73802, -3.45247, 1.40312)
H (5.85828, -1.90321, -0.18461)
H (5.18608, -0.52785, 0.62543)
H (4.86241, -2.01934, 2.62498)
H (5.74929, -3.18826, 1.88191)
O (2.10614, -0.73705, 2.75510)
C (2.34023, 0.44077, 2.98421)
O (3.60748, 1.05514, 3.03017)
C (3.38973, 2.39761, 3.29889)
C (1.91234, 2.61937, 3.63091)
O (1.41246, 1.34534, 3.35210)
H (4.01080, 2.44476, 4.19340)
H (3.79601, 2.90432, 2.42351)
H (1.54654, 3.56959, 3.24183)
H (1.90057, 2.75192, 4.71276)
O (-1.10890, 1.38400, -2.71053)
C (-0.70732, 1.04697, -1.60834)
O (-1.26317, 1.33579, -0.43508)
C (-0.69812, 0.48692, 0.62011)
C (0.52593, -0.06784, -0.05606)
O (0.10057, -0.00065, -1.42643)
H (-0.56414, 0.99997, 1.57242)
H (-1.50337, -0.20763, 0.85939)
H (0.70016, -1.08629, 0.29110)
H (1.34817, 0.61154, 0.16857)
O (1.52258, 7.07116, -2.53704)
C (0.47957, 6.51911, -2.13936)
O (-0.05122, 6.66311, -0.89476)
C (-1.04293, 5.67884, -0.67737)
C (-1.34118, 5.20966, -2.04918)
O (-0.22167, 5.53693, -2.86334)
H (-0.74113, 4.81191, -0.08962)
H (-1.92450, 6.12615, -0.21820)
H (-2.26479, 5.64283, -2.43310)
H (-1.59039, 4.15867, -1.90287)
O (2.22592, 3.54104, -5.68443)
C (1.06201, 3.57890, -5.74304)
O (0.26361, 2.55115, -5.60846)
C (-1.07690, 3.01284, -5.49450)
C (-0.97993, 4.29282, -6.26957)
O (0.34944, 4.61651, -6.10037)
H (-1.60994, 2.19339, -5.97663)
H (-1.36307, 3.01724, -4.44274)
H (-1.48317, 5.18963, -5.90822)
H (-1.21621, 4.03040, -7.30079)
O (0.30533, -6.57250, 1.78924)
C (0.32969, -5.39459, 2.17205)
O (1.24115, -5.06383, 3.12303)
C (0.96766, -3.76430, 3.49129)
C (-0.33604, -3.38419, 2.91349)
O (-0.50065, -4.36538, 1.91864)
H (1.03148, -3.53633, 4.55527)
H (1.79810, -3.15735, 3.13064)
H (-0.16533, -2.42998, 2.41505)
H (-1.14261, -3.30661, 3.64255)
O (-2.32273, -1.00917, 3.32312)
C (-3.30542, -0.82727, 4.00552)
O (-4.00725, -1.86571, 4.62615)
C (-5.23851, -1.32714, 5.13880)
C (-5.01892, 0.17369, 5.21450)
O (-3.94564, 0.38308, 4.29521)
H (-5.95949, -1.50854, 4.34169)
H (-5.50222, -1.84432, 6.06134)
H (-4.75626, 0.56475, 6.19745)
H (-5.89357, 0.67583, 4.80105)
O (-5.96807, -0.27846, 1.54797)
C (-5.16385, -1.05009, 1.06070)
O (-4.89383, -2.25821, 1.50942)
C (-4.03615, -2.95478, 0.63901)
C (-3.93106, -2.05613, -0.53112)
O (-4.39824, -0.79938, -0.02190)
H (-3.09878, -2.97545, 1.19491)
H (-4.32204, -3.99826, 0.50677)
H (-4.42807, -2.51243, -1.38720)
H (-2.86110, -2.08366, -0.73730)
C (3.67204, -1.04350, -3.35514)
C (2.47813, -1.89621, -3.31255)
C (1.83212, -2.42413, -4.56897)
C (1.02548, -3.58693, -4.45839)
N (0.36181, -4.57118, -4.37093)
H (3.91700, -0.67493, -2.35902)
H (3.60433, -0.25886, -4.10870)
H (4.47483, -1.75358, -3.55366)
H (1.58492, -1.46042, -2.86492)
H (2.60842, -2.73572, -2.62965)
H (2.49305, -2.53447, -5.42867)
H (1.14473, -1.61237, -4.80700)

SMILES   O=C1OCCO1.O=C1OCCO1.O=C1OCCO1.O=C1OCCO1.O=C1OCCO1.O=C1OCCO1.O=C1OCCO1.O=C1OCCO1.CCCC#N
E_HOMO   -10.334 eV
Energy relative to the best compared isomer or geometry (same formula, charge and spin)   72.4 kcal per mole
Orbital gap   10.04 eV
Net charge   0
LUMO level   -0.0107 Eh

6.
C24H56INO2P | ωB97M-V/def2-TZVPD

Element x y z (Å)
C (-0.75450, 0.60666, -5.56967)
P (1.01522, 0.94830, -5.26417)
O (1.56004, -0.52568, -4.77232)
C (1.63581, 0.92103, -7.05285)
C (1.42195, -0.38672, -7.83835)
N (0.83377, -0.13743, -9.20529)
C (-0.63649, 0.14071, -9.16954)
I (1.13182, -1.87336, -10.37564)
C (1.58913, 0.99939, -9.83202)
C (1.40555, 2.28244, -9.00459)
O (1.01254, 2.02610, -7.67407)
H (-0.96207, -0.41536, -5.90301)
H (-1.28564, 0.76168, -4.63032)
H (-1.14950, 1.32523, -6.28903)
H (0.98500, -1.27543, -4.97830)
H (2.71677, 1.08504, -6.95921)
H (2.37798, -0.87487, -8.00996)
H (0.77347, -1.09966, -7.32885)
H (-0.79780, 1.04111, -8.58339)
H (-1.14042, -0.70123, -8.70366)
H (-0.98950, 0.27955, -10.18807)
H (2.62666, 0.68049, -9.90657)
H (1.20232, 1.14987, -10.83807)
H (2.33659, 2.85567, -9.03954)
H (0.61897, 2.89891, -9.43560)
C (-0.72517, 0.27991, -1.58610)
C (-2.23994, 0.26444, -1.77741)
C (-2.96470, 1.35211, -0.98406)
C (-2.75234, 1.26708, 0.52815)
C (-3.14803, -0.06903, 1.15318)
C (-4.63031, -0.39909, 1.02088)
H (-0.45171, 0.08449, -0.54835)
H (-0.23767, -0.48519, -2.19537)
H (-0.30273, 1.25015, -1.86221)
H (-2.62866, -0.71946, -1.50145)
H (-2.48204, 0.39224, -2.83776)
H (-4.03266, 1.30947, -1.21295)
H (-2.62043, 2.33280, -1.32838)
H (-3.31721, 2.07025, 1.01028)
H (-1.70068, 1.46485, 0.75481)
H (-2.88041, -0.04284, 2.21292)
H (-2.54815, -0.87308, 0.71530)
H (-5.24371, 0.38208, 1.47446)
H (-4.86848, -1.33995, 1.51769)
H (-4.93327, -0.49525, -0.02353)
C (0.41459, -2.61207, 1.47788)
C (0.50141, -1.79091, 2.75980)
C (0.68977, -0.29563, 2.51719)
C (1.97106, 0.08273, 1.77159)
C (3.26220, -0.39036, 2.43865)
C (3.46696, 0.17521, 3.83993)
H (1.33664, -2.55215, 0.89666)
H (0.23234, -3.66501, 1.69584)
H (-0.40313, -2.25552, 0.84514)
H (1.31316, -2.17083, 3.38646)
H (-0.41605, -1.93139, 3.33865)
H (0.65630, 0.22763, 3.47712)
H (-0.16818, 0.07493, 1.94324)
H (2.00247, 1.17253, 1.67004)
H (1.93292, -0.31313, 0.75191)
H (4.10568, -0.10120, 1.80627)
H (3.27966, -1.48323, 2.48134)
H (3.46511, 1.26757, 3.82337)
H (4.41945, -0.15017, 4.25959)
H (2.68132, -0.14870, 4.52406)
C (1.51869, 1.54875, 8.55831)
C (0.84404, 0.24277, 8.96475)
C (1.03370, -0.88261, 7.94891)
C (0.46460, -0.59072, 6.55982)
C (-1.02604, -0.25855, 6.52528)
C (-1.91270, -1.39010, 7.03383)
H (1.09826, 1.95065, 7.63484)
H (1.39919, 2.31000, 9.32991)
H (2.58916, 1.39983, 8.39914)
H (-0.22249, 0.41905, 9.13109)
H (1.24710, -0.08599, 9.92580)
H (0.58603, -1.79874, 8.34339)
H (2.10354, -1.09144, 7.84701)
H (0.64478, -1.46145, 5.91911)
H (1.02064, 0.23542, 6.10671)
H (-1.30355, -0.02075, 5.49380)
H (-1.22006, 0.64802, 7.10527)
H (-1.74502, -2.30351, 6.45803)
H (-2.96898, -1.13150, 6.95022)
H (-1.71395, -1.61782, 8.08204)

E_HOMO   -11.869 eV
Orbital gap   6.41 eV
Net charge   +1
LUMO level   -0.2004 Eh

7.
C6H16NO2P | ωB97M-V/def2-TZVPD

Element x y z (Å)
C (2.89129, -0.29940, 1.67543)
C (2.61520, -1.37590, -0.87749)
C (-2.78705, 0.80968, -1.03600)
C (-1.81601, 0.44970, 1.65347)
C (0.14072, 0.65154, -0.30258)
C (2.21137, -1.04698, 0.55090)
N (0.38366, -2.42363, 0.27353)
O (-1.46489, 2.84660, 0.30206)
O (1.28352, -1.80226, 1.04763)
P (-1.47014, 1.39700, 0.10619)
H (3.21425, -0.92142, 2.58837)
H (2.11611, 0.27923, 2.12512)
H (3.68307, 0.33210, 1.33209)
H (3.45492, -2.11699, -0.96629)
H (2.91237, -0.63800, -1.55519)
H (1.71242, -1.78769, -1.34245)
H (-3.58974, 1.15665, -0.51187)
H (-2.62101, 1.34928, -2.00726)
H (-2.87517, -0.22883, -1.26511)
H (-0.95597, 0.99955, 2.26411)
H (-2.89796, 0.73604, 2.06983)
H (-1.58108, -0.53551, 1.55984)
H (0.47652, 1.09693, -1.21655)
H (0.87448, 0.78623, 0.45835)
H (-0.30647, -2.78845, 0.91961)
H (0.00930, -0.56215, -0.23940)

E_HOMO (spin up / spin down)   -8.063 / -8.267 eV
Energy relative to the best compared isomer or geometry (same formula, charge and spin)   100.1 kcal per mole
Orbital gap (spin up / spin down)   8.08 / 8.36 eV
Net charge   0
LUMO level (spin up / spin down)   0.0007 / 0.0033 Eh

8.
C2H3N2O2 | ωB97M-V/def2-TZVPD

Element x y z (Å)
C (-0.42158, -1.34149, 0.90773)
C (0.24117, 0.83571, -0.26530)
N (1.24079, 1.03478, -1.11754)
N (-0.23045, -0.83374, -0.24786)
O (0.11682, -1.83606, 1.84164)
O (-1.63015, -1.04444, 0.33406)
H (0.65454, 0.80290, 0.76611)
H (-0.91603, 1.16911, -0.14926)
H (0.94490, 1.21323, -2.06958)

E_HOMO   -3.204 eV
Energy relative to the best compared isomer or geometry (same formula, charge and spin)   71.0 kcal per mole
Orbital gap   7.43 eV
Net charge   -1
LUMO level   0.1554 Eh

9.
AsF6O4RbS | ωB97M-V/def2-TZVPD

Element x y z (Å)
Rb (-22.64013, 5.92124, 11.53074)
S (-23.94819, 3.55910, 12.98088)
O (-24.69580, 4.78249, 13.04178)
O (-24.45893, 2.47320, 13.77963)
O (-23.87892, 3.19252, 11.59446)
O (-22.62339, 3.94180, 13.45850)
As (-18.44981, 7.55686, 11.87971)
F (-17.77311, 6.28086, 10.70146)
F (-20.05946, 6.81456, 11.76020)
F (-18.96624, 8.83487, 13.01540)
F (-16.75420, 8.20279, 12.03018)
F (-18.70692, 8.57906, 10.43468)
F (-18.18992, 6.54093, 13.29983)

E_HOMO (spin up / spin down)   -7.524 / -7.336 eV
Spin multiplicity   2
Energy relative to the best compared isomer or geometry (same formula, charge and spin)   10.6 kcal per mole
⟨S²⟩   0.76
Orbital gap (spin up / spin down)   9.26 / 6.55 eV
Net charge   -1
LUMO level (spin up / spin down)   0.0637 / -0.0290 Eh

Number 1: total energy -61185.2958 eV. Number 2: total energy -38863.3340 eV. Number 3: total energy -9810.0574 eV. Number 4: total energy -11824.0251 eV. Number 5: total energy -80294.8080 eV. Number 6: total energy -48764.1738 eV. Number 7: total energy -21351.1886 eV. Number 8: total energy -9194.6271 eV. Number 9: total energy -96829.4598 eV.